[1]
Density functional theory data (ωB97M-V/def2-TZVPD) for a 2-piece molecular cluster, C9H16N2O2 overall.

Geometry as XYZ:
```
29
Properties=species:S:1:pos:R:3:forces:R:3
O 3.145721 -1.536339 0.018903 -0.35 0.14 2.40
C 2.769347 -1.022412 1.079975 0.00 1.83 -3.39
C 3.258158 0.383607 1.479796 -0.33 -3.41 -2.07
C 2.655630 0.905878 2.471091 -2.37 -0.27 5.42
N 1.736925 0.115167 3.331982 0.27 3.24 -0.20
C 1.042608 -0.958501 2.818385 -1.32 -1.09 2.77
O 0.121799 -1.540377 3.397108 0.78 1.24 -0.69
N 1.579362 -1.454598 1.698007 2.22 -0.81 -2.17
H 3.888413 0.995000 0.897183 0.90 -0.11 -0.82
H 2.961093 1.825091 2.946498 -0.37 0.36 -0.22
H 1.274011 0.690513 4.099802 0.70 -1.55 -1.57
H 1.234775 -2.325899 1.289845 -0.17 0.44 0.47
C -1.285140 0.993876 -2.982387 2.99 2.69 3.12
C -1.560841 0.303831 -1.613964 -0.41 -1.67 -0.73
C -3.069398 0.097838 -1.205977 0.55 -0.86 2.98
C -0.993843 0.996440 -0.393699 2.37 -0.29 -2.45
C -0.858521 -1.131071 -1.654303 -0.19 -1.27 0.75
H -1.634735 0.662372 -3.929098 -0.89 -0.33 -0.36
H -1.386473 2.089689 -2.714281 -0.92 -0.81 -1.16
H -0.144514 1.058922 -3.052556 -1.19 -0.67 -0.19
H -2.794209 -0.659778 -0.160933 -1.90 2.06 -3.07
H -3.774260 1.017126 -0.853853 2.20 -1.94 -0.83
H -3.605980 -0.442793 -1.982558 -0.13 -0.28 0.22
H -1.249531 0.418566 0.404651 -0.55 -1.56 2.42
H -1.379570 1.922974 -0.240723 -1.41 2.92 0.29
H 0.086323 1.130566 -0.378216 0.31 -0.23 -0.30
H 0.211167 -1.091808 -2.123345 -2.20 -0.15 0.39
H -0.638003 -1.460022 -0.565966 -0.54 0.41 -1.56
H -1.590313 -1.983857 -2.081370 1.96 1.96 0.54
```
Positions in Å, forces in eV/Å.

structure (SMILES)	O=c1cc[nH]c(=O)[nH]1.CC(C)(C)C

[2]
Density functional theory data (ωB97M-V/def2-TZVPD) for one molecule with the formula C4H9NO2.

Geometry as XYZ:
```
16
Properties=species:S:1:pos:R:3:forces:R:3
C -0.746209 1.491759 1.678825 -0.04 -0.02 0.03
C 0.197668 1.770490 0.511785 -0.04 0.15 -0.01
N 0.860675 0.574096 0.021828 -0.03 -0.15 0.01
C 0.167996 -0.335843 -0.719073 -0.20 0.16 -0.02
O -0.901695 -0.140745 -1.260204 0.39 -0.09 0.23
O 0.855716 -1.499140 -0.783437 -0.01 0.12 0.03
C 0.186335 -2.547733 -1.475216 -0.10 -0.23 -0.15
H -0.221716 0.971627 2.488672 -0.06 0.09 -0.11
H -1.156108 2.423124 2.083761 0.05 -0.12 -0.09
H -1.578492 0.863530 1.346199 0.12 0.08 0.06
H -0.353717 2.205415 -0.325852 0.07 -0.04 0.12
H 0.976923 2.483521 0.800431 -0.11 -0.10 -0.04
H 1.625933 0.199106 0.562162 -0.08 0.04 -0.08
H 0.910579 -3.359500 -1.552325 -0.12 0.11 -0.01
H -0.690363 -2.879445 -0.911012 0.11 0.05 -0.09
H -0.133524 -2.220261 -2.466545 0.06 -0.05 0.12
```
Positions in Å, forces in eV/Å.

structure (SMILES)	CCNC(=O)OC

The evaluated max |F| for the records listed, in turn: 0.115, 0.009 hartree/bohr.
The evaluated DFT total energy for the records listed, in turn: -612.45728, -363.06977 hartree.